The following is a quantum chemistry calculation of 4 unconnected molecules or ions with the total composition C29H55BrN6O2S in a non-equilibrium geometry, from the OMol25 dataset.

Calculated values
Kohn-Sham gap: 5.727 eV
SMILES string: [H]/N=C\Cc1cc(S(C)(=O)=O)c2nccnc2c1Br.CCN(CC)CC.CCN(CC)CC.CCN(CC)CC
total energy: -124862.9103 eV
highest occupied orbital energy: -7.94 eV

ORCA input file:
```
! wB97M-V def2-TZVPD RIJCOSX def2/J DEFGRID3
* xyz 0 1
C 7.592 -4.455 2.716
S 6.178 -3.764 1.644
O 5.611 -4.936 0.752
O 6.681 -2.590 0.732
C 4.910 -3.058 2.832
C 3.419 -3.787 2.930
C 2.322 -3.111 3.944
C 0.769 -3.630 4.175
C 0.221 -4.662 3.026
N -1.042 -4.431 2.482
C 2.759 -1.761 4.811
Br 1.397 -0.883 6.045
C 4.261 -1.058 4.733
N 4.492 0.152 5.592
C 5.887 0.667 5.371
C 6.996 0.005 4.383
N 6.739 -1.200 3.524
C 5.348 -1.730 3.727
H 8.388 -3.605 2.850
H 7.090 -4.761 3.740
H 7.990 -5.417 2.181
H 3.145 -4.761 2.298
H 0.680 -4.064 5.283
H 0.094 -2.650 4.089
H 0.781 -5.620 2.633
H -1.478 -3.578 2.898
H 6.206 1.637 5.979
H 8.056 0.541 4.307
C 0.434 2.440 -0.549
C 1.651 1.524 -0.449
N 1.953 1.067 0.911
C 3.251 0.392 1.013
C 3.423 -0.924 0.259
C 0.858 0.414 1.632
C 0.254 -0.839 1.007
H 0.553 3.330 0.079
H 0.308 2.776 -1.584
H -0.490 1.930 -0.262
H 2.507 2.096 -0.826
H 1.509 0.680 -1.137
H 3.491 0.224 2.071
H 4.024 1.086 0.660
H 2.923 -1.750 0.767
H 4.486 -1.181 0.215
H 3.060 -0.871 -0.769
H 0.054 1.146 1.777
H 1.183 0.177 2.654
H 0.113 -0.746 -0.073
H -0.731 -1.031 1.448
H 0.864 -1.721 1.205
C -6.065 0.527 0.855
C -4.830 -0.331 0.592
N -5.067 -1.775 0.674
C -3.829 -2.561 0.655
C -2.983 -2.515 -0.615
C -6.146 -2.302 -0.164
C -6.036 -2.087 -1.670
H -6.491 0.317 1.843
H -5.793 1.587 0.826
H -6.841 0.374 0.100
H -4.087 -0.053 1.350
H -4.408 -0.045 -0.381
H -4.060 -3.609 0.884
H -3.201 -2.226 1.491
H -3.415 -3.124 -1.411
H -1.991 -2.928 -0.406
H -2.839 -1.498 -0.988
H -7.093 -1.863 0.175
H -6.270 -3.375 0.030
H -5.689 -1.083 -1.929
H -7.019 -2.221 -2.135
H -5.368 -2.816 -2.132
C 0.345 5.554 -5.420
C -0.537 4.638 -4.575
N -1.886 5.154 -4.330
C -2.624 4.378 -3.329
C -2.965 2.929 -3.669
C -2.661 5.528 -5.516
C -2.924 4.442 -6.554
H 0.448 6.543 -4.958
H 1.347 5.122 -5.512
H -0.045 5.681 -6.434
H -0.028 4.513 -3.611
H -0.562 3.647 -5.048
H -3.552 4.904 -3.070
H -2.038 4.376 -2.400
H -3.796 2.864 -4.372
H -3.280 2.406 -2.761
H -2.113 2.381 -4.079
H -2.150 6.361 -6.014
H -3.622 5.958 -5.204
H -2.046 3.820 -6.746
H -3.208 4.905 -7.506
H -3.752 3.796 -6.259
*
```